#A
The following is a DFT calculation (wB97M-V/def2-TZVPD) of 9 unconnected molecules or ions with the total composition H18O9.

Summary:
* frontier orbital gap: 0.3710 Ha
* net charge: 0
* HOMO energy: -10.7 eV

Positions of all 27 atoms, in Å:
O: -11.8626 5.3797 21.4593
H: -11.4353 4.5236 21.4331
H: -11.2414 5.9711 21.0341
O: -5.3949 7.1061 22.2467
H: -5.0844 7.9812 22.0144
H: -6.2081 7.0011 21.7529
O: -10.3764 8.4234 17.1123
H: -10.9345 9.0334 17.5947
H: -9.4862 8.6456 17.3851
O: -11.3700 8.7580 22.3613
H: -10.5291 8.3979 22.0796
H: -11.8461 8.0070 22.7157
O: -9.5336 4.9210 17.8233
H: -9.6643 4.0659 18.2332
H: -8.5836 5.0057 17.7426
O: -12.2349 5.7843 17.6566
H: -11.3355 5.4907 17.8014
H: -12.1797 6.3593 16.8934
O: -7.2372 5.4000 20.0495
H: -6.7991 4.8002 20.6533
H: -6.8391 5.2169 19.1984
O: -9.6021 7.0680 20.4271
H: -8.7726 6.5987 20.3391
H: -9.8397 7.3056 19.5308
O: -8.9433 5.3644 23.0955
H: -8.7788 5.7147 22.2200
H: -9.3224 6.0977 23.5801

#B
The following is a DFT calculation (wB97M-V/def2-TZVPD) of 9 unconnected molecules or ions with the total composition H18O9.

Summary:
* frontier orbital gap: 0.4214 Ha
* net charge: 0
* HOMO energy: -11.3 eV

Positions of all 27 atoms, in Å:
O: -0.1574 -0.6774 0.3018
H: -0.6654 0.0968 0.5444
H: -0.1859 -1.2362 1.0783
O: 3.1140 3.6725 -1.7219
H: 3.3086 2.7450 -1.5880
H: 2.1948 3.6889 -1.9885
O: 1.3825 -4.1442 3.7119
H: 2.2721 -4.3972 3.4652
H: 1.3061 -4.4012 4.6308
O: -1.0217 -2.8819 -4.8029
H: -0.4601 -2.6875 -4.0525
H: -1.1062 -2.0464 -5.2622
O: -1.7607 4.6567 -3.2195
H: -2.3294 3.9107 -3.4099
H: -1.6994 5.1297 -4.0495
O: 4.6742 -1.4195 -0.2357
H: 3.7251 -1.4798 -0.1267
H: 5.0292 -2.0322 0.4083
O: -0.2945 6.3831 0.8719
H: -0.7726 5.6989 1.3404
H: -0.5243 6.2498 -0.0477
O: -1.7872 -7.0365 1.2046
H: -1.4606 -6.5353 1.9518
H: -1.6935 -7.9514 1.4700
O: -3.4116 2.1359 2.9247
H: -3.5075 1.8587 3.8359
H: -4.1682 2.7001 2.7647

#C
The following is a DFT calculation (wB97M-V/def2-TZVPD) of 9 unconnected molecules or ions with the total composition H18O9.

Summary:
* frontier orbital gap: 0.3840 Ha
* net charge: 0
* HOMO energy: -9.9 eV

Positions of all 27 atoms, in Å:
H: -1.4926 1.5420 -0.7256
H: -0.9933 0.3471 0.0700
H: 2.4831 0.0196 -3.3302
H: 3.3039 0.7056 -2.2506
H: 1.3783 -3.2657 -1.1433
H: -0.1274 -3.0620 -1.1818
H: 1.9972 -1.6058 2.8410
H: 0.8775 -0.5787 2.8758
H: 4.3650 -1.5303 0.5635
H: 3.2277 -0.7205 1.1642
H: -5.2922 0.2804 -0.1731
H: -4.3993 0.6872 -1.3338
H: -1.5003 3.6127 1.1959
H: -0.6167 4.7930 0.8269
H: -4.4668 -3.0136 0.1531
H: -4.4419 -1.5266 -0.1604
H: 2.1878 2.1640 0.3873
H: 3.1964 1.0272 0.4111
O: -1.0518 0.6911 -0.8285
O: 2.4904 0.2064 -2.3847
O: 0.6722 -2.7404 -0.7503
O: 1.8357 -0.6562 2.8069
O: 3.6217 -0.9671 0.3198
O: -4.3758 0.4835 -0.3920
O: -0.8982 3.9267 0.5118
O: -4.3842 -2.1498 0.5726
O: 2.4036 1.3303 -0.0456

Which of them is the least stable? Correct choice: #C.

#A
The following is a DFT calculation (wB97M-V/def2-TZVPD) of a molecular structure, C19H25N3O4.

Summary:
* frontier orbital gap: 0.3211 Ha
* net charge: 0
* HOMO energy: -8.5 eV

Positions of all 51 atoms, in Å:
C: 0.5406 0.9583 -3.3482
H: 0.3309 0.8172 -4.3924
O: 0.9222 2.2336 -3.1729
C: 1.0662 2.7468 -1.9811
C: -0.3452 3.4064 -1.6408
N: -0.4731 2.8495 -0.2169
C: -0.9861 1.7053 0.0538
O: -1.8545 0.9468 -0.8489
C: -1.2340 1.3893 1.4856
C: -1.6209 0.4749 2.4024
C: -1.4537 0.4017 3.8422
C: -0.9264 1.5923 4.2300
C: -0.4225 2.8804 3.3378
C: -0.5210 2.4943 2.1876
C: -0.1364 3.4495 0.9304
H: -0.2667 4.4631 1.0990
H: 1.1316 3.6384 0.9582
H: 0.2352 3.6179 3.8572
H: -0.8947 1.8042 5.4716
H: -1.6694 -0.2537 4.4858
C: -2.1334 -0.9780 1.9151
O: -1.8427 -2.0216 2.8330
N: -2.5396 -1.1851 0.8302
C: -2.4942 -2.4742 0.2273
H: -3.5072 -2.4761 -0.7967
C: -1.3129 -2.9345 -0.0858
H: -0.6695 -2.8296 0.7100
H: -1.4369 -4.0985 -0.4331
C: -0.3498 -2.0958 -1.1640
N: 0.9859 -2.0458 -0.8632
C: 1.5256 -1.1824 -0.2785
O: 1.0616 -0.0096 -0.1117
C: 3.0313 -1.5727 -0.0548
H: 3.1816 -1.7166 0.8598
C: 3.1986 -2.7520 -1.0552
H: 3.4868 -2.6412 -1.8394
H: 3.6728 -3.5383 -0.6622
C: 1.9425 -3.3018 -0.9589
H: 1.5083 -4.0827 -0.3132
H: 1.5925 -3.9015 -2.0495
H: 3.8670 -0.6520 -0.2451
H: -0.4313 -2.5453 -2.1128
H: -0.7192 -1.0604 -1.1305
H: -3.0721 -2.9765 0.7787
H: -2.4855 -0.4198 0.0195
H: -0.3202 4.4821 -1.4416
H: -1.0116 3.0213 -2.1278
H: 1.8814 3.6688 -1.9506
H: 1.2903 1.8171 -1.3037
H: 1.2358 0.0583 -2.9988
H: -0.5579 0.8278 -2.9366

#B
The following is a DFT calculation (wB97M-V/def2-TZVPD) of C19H25N3O4 in the gas phase.

Summary:
* frontier orbital gap: 0.3289 Ha
* net charge: 0
* HOMO energy: -8.3 eV

Positions of all 51 atoms, in Å:
C: 2.6623 3.1456 -3.7982
C: 1.1904 3.3140 -3.4338
H: 0.7173 4.0195 -4.1230
H: 1.0781 3.7048 -2.4155
O: 0.4447 2.1252 -3.6018
C: 0.5738 1.0946 -2.7139
C: 1.2710 1.1923 -1.5130
C: 1.3171 0.1472 -0.6123
C: 0.6584 -1.0418 -0.9006
C: -0.0194 -1.1658 -2.1078
C: -0.0709 -0.1244 -3.0242
O: -0.7947 -0.4028 -4.1423
C: -0.6822 0.3824 -5.3087
H: -1.1408 1.3653 -5.1847
H: -1.2188 -0.1752 -6.0763
H: 0.3600 0.5044 -5.6128
H: -0.5271 -2.0857 -2.3469
C: 0.6536 -2.1225 0.0591
N: 0.1963 -3.3274 -0.1628
O: 0.3260 -3.9839 1.0239
C: 0.8568 -3.1180 1.8928
N: 1.0897 -1.9622 1.3500
C: 1.0805 -3.5143 3.3025
H: 2.0549 -4.0067 3.3772
C: 1.0379 -2.3047 4.2432
H: 1.2536 -2.6427 5.2567
H: 1.7829 -1.5718 3.9353
C: -0.3594 -1.6822 4.2407
O: -1.2332 -2.0484 4.9992
N: -0.5127 -0.6986 3.3345
H: 0.2205 -0.5558 2.6526
C: -1.7841 -0.0635 3.0594
H: -2.4359 -0.3328 3.8936
C: -2.3621 -0.5182 1.6997
C: -2.2981 0.6994 0.7661
H: -3.2802 1.1687 0.6974
C: -1.3189 1.6585 1.4399
H: -0.2939 1.3694 1.2046
H: -1.4651 2.6906 1.1244
C: -1.6012 1.4533 2.9252
H: -2.5276 1.9581 3.1999
H: -0.8027 1.8185 3.5692
H: -1.9795 0.4261 -0.2391
H: -1.7656 -1.3395 1.3035
H: -3.3823 -0.8807 1.8106
H: 0.3148 -4.2416 3.5810
H: 1.8676 0.2456 0.3099
H: 1.7780 2.1088 -1.2582
H: 2.7520 2.8105 -4.8287
H: 3.1423 2.4114 -3.1557
H: 3.1757 4.0971 -3.6920

Which of them is the least stable? Correct choice: #A.

#A
The following is a DFT calculation (wB97M-V/def2-TZVPD) of a molecular structure, C36H42ClN6.

Summary:
* frontier orbital gap: 0.2156 Ha
* net charge: +5
* HOMO energy: -19.9 eV

Positions of all 85 atoms, in Å:
C: -2.3038 -2.1688 0.6658
N: -1.1686 -1.3246 1.1383
C: 0.0106 -1.3332 0.4668
C: 1.1663 -0.6462 0.8527
C: 0.9997 0.3134 1.8472
C: -0.2892 0.5032 2.4475
C: -1.3532 -0.4087 2.0849
C: 2.1200 1.0766 2.4172
C: 2.1409 1.4407 3.8144
C: 3.1884 2.3099 4.1569
N: 4.2434 2.6227 3.4054
C: 4.2978 2.2170 2.1409
C: 3.2193 1.4511 1.6025
C: 5.3248 3.5216 3.8944
H: -2.0489 -2.7359 -0.2295
H: -3.1094 -1.4549 0.4943
H: -2.4048 -2.8766 1.4885
H: -0.0049 -2.0704 -0.3223
H: 2.1318 -0.8601 0.4186
H: -0.5530 1.1037 3.3056
H: -2.3094 -0.3489 2.5835
H: 1.3577 1.1156 4.4833
H: 3.3623 2.3424 5.2223
H: 5.2151 2.3297 1.5820
H: 3.2899 1.2075 0.5527
H: 6.2810 3.0969 3.5888
H: 5.1979 3.5577 4.9764
H: 5.2013 4.4890 3.4076
C: -2.3499 4.7276 5.1372
N: -1.8534 4.3716 3.8304
C: -2.0420 3.0922 3.4281
C: -1.3668 2.6455 2.3007
C: -0.4235 3.4807 1.6786
C: -0.4942 4.8727 2.0598
C: -1.1847 5.3399 3.1701
C: 0.6437 2.9721 0.7725
C: 1.8541 3.6114 0.6547
C: 2.8253 3.1665 -0.2972
N: 2.4911 2.1789 -1.2134
C: 1.3631 1.4736 -1.0073
C: 0.4480 1.8603 -0.0420
C: 3.3890 1.6311 -2.2230
H: -3.1251 5.4808 4.9962
H: -1.4525 5.0684 5.6536
H: -2.9110 3.9212 5.6093
H: -2.8574 2.5695 3.9061
H: -1.5678 1.6224 2.0193
H: -0.1079 5.6214 1.3841
H: -1.2117 6.3700 3.4935
H: 2.1908 4.4441 1.2543
H: 3.7339 3.7386 -0.4137
H: 1.0926 0.5860 -1.5601
H: -0.4681 1.3364 0.1877
H: 3.3437 0.5617 -2.4292
H: 4.4057 1.7312 -1.8428
H: 3.4168 2.1393 -3.1869
C: -2.2497 0.9263 -2.4688
N: -2.2131 -0.5411 -2.6555
C: -1.2234 -1.2671 -2.1787
C: -1.0018 -2.5921 -2.6057
C: -1.9336 -3.2464 -3.3748
C: -2.9685 -2.4111 -3.8298
C: -3.0816 -1.0727 -3.4904
C: -1.7962 -4.6718 -3.7572
C: -1.2551 -5.5264 -2.7908
C: -1.0210 -6.8930 -3.1838
N: -1.2869 -7.3678 -4.3627
C: -1.7853 -6.5387 -5.3235
C: -2.0609 -5.1429 -5.0293
C: -1.1109 -8.8122 -4.6446
H: -2.7874 1.5081 -3.2174
H: -1.2459 1.3369 -2.5781
H: -2.6080 1.1062 -1.4552
H: -0.4955 -0.7680 -1.5562
H: -0.2038 -3.2075 -2.2173
H: -3.8308 -2.8475 -4.3119
H: -3.7526 -0.3202 -3.8776
H: -0.9452 -5.1989 -1.8094
H: -0.5080 -7.6192 -2.5707
H: -1.9646 -7.0485 -6.2586
H: -2.3039 -4.4005 -5.7751
H: -1.5521 -8.8291 -5.6412
H: -1.8476 -9.3732 -4.0696
H: -0.0899 -9.1909 -4.5983
Cl: -1.8612 0.9237 -0.1750

#B
The following is a DFT calculation (wB97M-V/def2-TZVPD) of 4 unconnected molecules or ions with the total composition C36H42ClN6.

Summary:
* frontier orbital gap: 0.2167 Ha
* net charge: +5
* HOMO energy: -18.1 eV

Positions of all 85 atoms, in Å:
C: 6.8217 9.0005 -1.4680
N: 6.2028 7.9507 -0.6153
C: 6.5372 7.8535 0.7209
C: 5.8647 6.9875 1.6096
C: 4.8899 6.0810 1.1002
C: 4.6550 6.0757 -0.3111
C: 5.3241 7.0094 -1.1226
C: 4.2237 5.0961 2.0439
C: 4.9981 4.3751 2.9986
C: 4.3857 3.5493 3.9095
N: 3.0620 3.4409 3.9654
C: 2.2434 4.0333 2.9969
C: 2.8665 4.8911 2.0656
C: 2.4046 2.6956 5.0482
H: 7.8706 8.7284 -1.5857
H: 6.6837 9.9648 -0.9789
H: 6.3722 8.9347 -2.4588
H: 7.1119 8.6768 1.1187
H: 6.0132 6.9971 2.6793
H: 4.0474 5.3038 -0.7599
H: 5.1386 7.0756 -2.1845
H: 6.0710 4.4856 2.9431
H: 4.9904 3.0331 4.6404
H: 1.1870 3.8112 2.9621
H: 2.3248 5.3699 1.2632
H: 2.7668 3.0324 6.0196
H: 2.5343 1.6270 4.8769
H: 1.3617 3.0076 4.9935
C: 3.5836 -2.8961 1.5033
N: 2.4041 -3.3310 0.6128
C: 2.6892 -4.3496 -0.2180
C: 1.6635 -4.9876 -0.9807
C: 0.3981 -4.4322 -0.9683
C: 0.1102 -3.4565 -0.1005
C: 1.0801 -2.9033 0.7615
C: -0.5949 -5.0333 -1.9645
C: -1.8734 -5.3366 -1.5184
C: -2.7622 -6.0187 -2.3772
N: -2.4797 -6.0997 -3.7060
C: -1.2899 -5.6959 -4.1349
C: -0.2563 -5.1869 -3.3187
C: -3.4392 -6.8286 -4.6532
H: 3.1118 -2.3769 2.3375
H: 4.1224 -2.1072 0.9784
H: 4.0966 -3.8219 1.7637
H: 3.7150 -4.6848 -0.2589
H: 1.9228 -5.7775 -1.6700
H: -0.9072 -3.0939 -0.1017
H: 0.8688 -2.1142 1.4680
H: -1.9901 -5.1225 -0.4663
H: -3.8181 -6.0272 -2.1503
H: -1.1246 -5.8593 -5.1896
H: 0.7260 -4.8569 -3.6231
H: -3.9931 -6.0837 -5.2245
H: -4.0699 -7.4696 -4.0372
H: -2.7906 -7.4065 -5.3116
C: -2.0096 1.5132 3.2809
N: -2.7369 0.7560 2.2257
C: -2.3262 0.7329 0.9057
C: -3.0146 -0.0446 -0.1007
C: -4.1905 -0.6031 0.2440
C: -4.6290 -0.5621 1.6026
C: -3.8757 0.1609 2.5565
C: -5.0527 -1.2569 -0.7104
C: -5.3995 -0.6208 -1.9258
C: -6.1521 -1.3329 -2.8449
N: -6.5341 -2.5748 -2.5894
C: -6.2877 -3.1891 -1.4399
C: -5.6022 -2.5386 -0.4079
C: -7.2044 -3.3574 -3.7334
H: -2.6705 1.8081 4.0959
H: -1.5059 2.3650 2.8239
H: -1.1539 0.9042 3.5722
H: -1.4398 1.3004 0.6635
H: -2.6499 -0.1330 -1.1134
H: -5.5101 -1.0854 1.9434
H: -4.1311 0.2178 3.6043
H: -5.0894 0.3629 -2.2463
H: -6.3693 -1.0101 -3.8524
H: -6.6971 -4.1874 -1.3924
H: -5.3730 -2.9442 0.5664
H: -7.8937 -2.7470 -4.3166
H: -7.7022 -4.2685 -3.4015
H: -6.3767 -3.6739 -4.3681
Cl: 1.5220 0.2789 2.4354

Which of them is the least stable? Correct choice: #A.

#A
The following is a DFT calculation (wB97M-V/def2-TZVPD) of 2 unconnected molecules or ions with the total composition C6H12BrNO2.

Summary:
* frontier orbital gap (alpha / beta): 0.3337 / 0.2598 Ha
* net charge: 0
* HOMO energy (alpha / beta): -9.3 / -8.0 eV

Positions of all 22 atoms, in Å:
C: 1.1696 1.6629 -0.4283
C: -1.1536 0.9873 0.2414
C: -0.3131 -0.0266 -1.7565
C: 0.5811 -0.6119 2.0113
C: 0.1541 0.4678 -0.3644
C: 0.7470 -0.6290 0.5240
N: -0.8676 -2.4056 -0.1927
O: -1.7585 -2.3964 0.5776
O: -0.6973 -2.9134 -1.2513
Br: 2.3588 -1.2623 -0.1127
H: 2.2233 1.3894 -0.5679
H: 1.0570 2.2154 0.5338
H: 0.7444 2.2463 -1.3569
H: -1.4760 1.7954 -0.3670
H: -1.0896 1.3719 1.2204
H: -1.9781 0.3480 0.2740
H: -1.1448 -0.6753 -1.5966
H: -0.5301 0.8766 -2.3853
H: 0.5124 -0.7326 -2.2079
H: 0.8252 0.4046 2.4478
H: 1.1171 -1.4593 2.5040
H: -0.4814 -0.6531 2.2532

#B
The following is a DFT calculation (wB97M-V/def2-TZVPD) of 2 unconnected molecules or ions with the total composition C6H12BrNO2.

Summary:
* frontier orbital gap: 0.3444 Ha
* net charge: 0
* HOMO energy: -8.7 eV

Positions of all 22 atoms, in Å:
C: -0.7564 -2.5044 -1.8387
C: -0.3344 2.0169 -0.5332
C: -0.0014 1.5653 1.8916
C: -0.2044 -1.3338 -1.9141
C: -0.2163 1.0029 0.5356
C: 0.9675 0.0855 0.2334
N: 0.9669 -1.0917 0.7609
O: 1.7663 -2.0221 0.7547
O: -0.2268 -1.4386 1.4536
Br: 2.5824 0.5450 -0.4881
H: -0.1025 -2.2868 1.9106
H: -1.5433 -2.7143 -1.0333
H: -0.6496 -3.4010 -2.5163
H: 0.4888 2.7132 -0.6619
H: -0.5995 1.6182 -1.5879
H: -1.1424 2.8051 -0.4416
H: 0.7542 2.4401 1.9119
H: -0.8620 2.2297 2.1982
H: 0.1343 0.8871 2.6962
H: -0.5695 -0.4697 -1.3333
H: 0.6394 -1.0354 -2.5566
H: -1.0914 0.3889 0.5582

Which of them is the least stable? Correct choice: #B.